{
  "formula": "C8H21BrIOP2Zr",
  "method": "the ωB97M-V functional and the def2-TZVPD basis",
  "symbols": ["C", "I", "H", "H", "H", "Zr", "P", "C", "C", "H", "H", "H", "H", "H", "H", "C", "H", "H", "H", "P", "C", "C", "H", "H", "H", "C", "H", "H", "H", "H", "H", "H", "C", "O", "Br"],
  "coordinates": [[-0.150, -0.021, -4.722], [-0.337, 0.007, -2.516], [0.914, 0.090, -4.966], [-0.751, 0.815, -5.080], [-0.549, -0.981, -5.041], [0.159, -0.010, 0.640], [0.152, 2.659, 0.541], [-1.450, 3.501, 0.216], [0.810, 3.551, 1.965], [0.893, 4.607, 1.702], [1.310, 4.262, -0.862], [1.803, 3.155, 2.202], [2.241, 2.733, -0.659], [-2.148, 3.282, 1.044], [0.143, 3.466, 2.832], [1.245, 3.165, -0.824], [-1.276, 4.598, 0.164], [0.833, 2.821, -1.779], [-1.859, 3.156, -0.750], [0.182, -2.648, 0.924], [-1.403, -3.557, 0.739], [1.289, -3.346, -0.343], [1.835, -2.869, 2.643], [0.942, -4.390, 2.354], [0.179, -3.104, 3.309], [0.849, -3.309, 2.466], [2.275, -2.868, -0.245], [1.380, -4.430, -0.193], [-1.202, -4.644, 0.847], [-1.822, -3.360, -0.265], [0.874, -3.171, -1.342], [-2.098, -3.228, 1.533], [-1.935, -0.053, 0.250], [-3.093, -0.065, 0.105], [-0.234, 0.185, 3.111]],
  "homo_lumo_gap_ha": [0.2111, 0.2111],
  "spin_multiplicity": 1,
  "total_charge": 3,
  "total_energy_ev": -108656.1857,
  "e_homo_ha": [-0.722, -0.722]
}


{
  "formula": "C3H3NO2",
  "method": "the ωB97M-V functional and the def2-TZVPD basis",
  "symbols": ["O", "C", "O", "C", "C", "N", "H", "H", "H"],
  "coordinates": [[-1.291, -0.467, 1.295], [-1.364, 0.453, 0.532], [-0.350, 0.948, -0.225], [0.888, 0.281, -0.190], [0.603, -1.494, -1.313], [1.138, -0.444, -1.520], [-2.266, 1.050, 0.336], [1.678, 1.011, -0.211], [0.948, -0.353, 0.705]],
  "homo_lumo_gap_ha": 0.4351,
  "spin_multiplicity": 1,
  "total_charge": 0,
  "total_energy_ev": -8742.0952,
  "e_homo_ha": -0.421,
  "de_lowest_kj_mol": 292.9
}


{
  "formula": "CF3NNaO4RuS3",
  "method": "the ωB97M-V functional and the def2-TZVPD basis",
  "symbols": ["Na", "N", "S", "O", "C", "F", "F", "F", "Ru", "S", "O", "S", "O", "O"],
  "coordinates": [[0.731, -1.815, -0.090], [-0.776, -0.492, 1.052], [-1.974, 0.228, 0.575], [-2.015, 0.751, -0.871], [-3.329, -1.053, 0.445], [-4.107, -0.958, 1.519], [-2.742, -2.256, 0.391], [-4.054, -0.903, -0.655], [-0.006, 0.903, -1.023], [2.802, 1.145, 1.801], [1.266, 1.842, 1.841], [2.436, 2.032, -0.559], [1.921, 0.567, -1.026], [-2.285, 1.491, 1.441]],
  "homo_lumo_gap_ha": [0.2277, 0.2280],
  "spin_multiplicity": 6,
  "total_charge": 0,
  "total_energy_ev": -58365.8763,
  "e_homo_ha": [-0.304, -0.307]
}